Entry 1:
98
Properties=species:S:1:pos:R:3 method="wB97M-V/def2-TZVPD" total_energy_ev=-192717.1633 lumo_ev=-6.112 charge=+2 relative_energy_kcal_mol=0.0 gap_ev=6.94
Ti -0.109 -0.019 0.034
C -0.150 -1.224 -2.899
N 0.430 -0.044 -2.177
C -0.052 1.179 -2.872
C 1.897 -0.148 -2.248
C 2.587 -0.237 -3.446
C 3.959 -0.430 -3.429
C 4.627 -0.562 -2.217
C 3.938 -0.457 -1.021
C 2.570 -0.211 -1.038
N 1.780 -0.028 0.125
C 2.170 0.889 1.129
C 3.253 1.767 1.061
C 3.500 2.638 2.109
C 2.675 2.666 3.227
C 1.581 1.818 3.291
C 1.328 0.946 2.244
N 0.204 0.011 2.231
C 0.646 -1.295 2.809
C -0.952 0.516 3.006
H 0.213 -1.237 -3.926
H -1.234 -1.152 -2.905
H 0.148 -2.147 -2.408
H 0.157 1.113 -3.941
H 0.450 2.055 -2.468
H -1.128 1.268 -2.736
H 2.068 -0.168 -4.394
H 4.503 -0.500 -4.361
H 5.692 -0.749 -2.206
H 4.453 -0.568 -0.075
H 3.901 1.768 0.197
H 4.352 3.303 2.053
H 2.886 3.339 4.047
H 0.940 1.830 4.163
H 1.004 -1.126 3.826
H 1.442 -1.718 2.200
H -0.194 -1.985 2.824
H -0.801 0.347 4.073
H -1.850 -0.006 2.701
H -1.079 1.584 2.846
C -2.808 -2.621 3.680
Ge -3.347 -2.175 1.846
C -4.251 -0.424 1.809
C -4.577 -3.561 1.235
Ge -1.517 -2.230 0.169
C -0.249 -3.687 0.484
C 1.063 -3.628 0.008
C 1.951 -4.674 0.225
C 1.538 -5.795 0.931
C 0.239 -5.867 1.416
C -0.646 -4.819 1.197
C -2.539 -2.632 -1.447
C -3.536 -1.750 -1.870
C -4.278 -2.013 -3.013
C -4.031 -3.168 -3.746
C -3.050 -4.057 -3.328
C -2.304 -3.789 -2.185
H -3.667 -3.092 4.161
H -2.538 -1.748 4.271
H -1.984 -3.335 3.711
H -4.714 -0.225 2.777
H -5.037 -0.427 1.052
H -3.564 0.393 1.582
H -5.484 -3.511 1.842
H -4.134 -4.549 1.363
H -4.846 -3.434 0.188
H 1.415 -2.756 -0.536
H 2.962 -4.614 -0.156
H 2.226 -6.612 1.102
H -0.087 -6.741 1.965
H -1.657 -4.899 1.580
H -3.750 -0.851 -1.296
H -5.054 -1.327 -3.330
H -4.610 -3.379 -4.635
H -2.867 -4.963 -3.890
H -1.541 -4.492 -1.870
C -4.854 4.285 0.252
C -3.598 4.694 -0.509
C -2.713 3.509 -0.904
S -1.965 2.769 0.553
O -1.311 1.466 -0.014
C -0.599 3.883 0.906
C 0.512 3.959 -0.130
C 1.561 4.978 0.309
H -5.474 5.155 0.459
H -4.623 3.814 1.210
H -5.452 3.584 -0.333
H -3.018 5.425 0.062
H -3.867 5.199 -1.438
H -1.918 3.773 -1.599
H -3.306 2.695 -1.327
H -0.214 3.562 1.877
H -1.095 4.848 1.055
H 0.111 4.239 -1.106
H 0.978 2.976 -0.230
H 1.127 5.974 0.407
H 2.364 5.035 -0.425
H 1.998 4.698 1.268

---

Entry 2:
99
Properties=species:S:1:pos:R:3 method="wB97M-V/def2-TZVPD" total_energy_ev=-68691.4436 lumo_ev="-3.195 / -3.195" charge=+1 relative_energy_kcal_mol=64.8 gap_ev="3.22 / 3.23"
C 0.622 2.772 0.422
C -1.166 2.102 -0.909
C 0.234 4.106 0.335
C -1.756 3.368 -0.784
C -1.018 4.403 -0.209
H 0.923 4.868 0.690
H -2.734 3.531 -1.233
H -1.381 5.431 -0.208
N -0.114 1.776 -0.108
P 2.118 0.815 1.783
P -2.006 -0.454 -2.694
C 2.018 2.432 0.941
H 2.697 2.422 0.072
H 2.395 3.231 1.593
C 1.304 -3.383 -0.500
O 1.810 -4.316 -0.947
C -1.407 1.306 -2.186
H -1.873 1.983 -2.919
C -2.218 -0.444 -4.530
C -3.091 -1.642 -1.782
C 3.935 0.309 1.564
C 1.621 1.376 3.542
C -1.255 -1.480 -5.152
H -1.476 -2.507 -4.837
H -1.365 -1.429 -6.246
H -0.207 -1.256 -4.913
C -3.671 -0.736 -4.963
H -4.006 -1.758 -4.745
H -4.368 -0.007 -4.527
H -3.711 -0.607 -6.056
C -1.868 0.930 -5.146
H -1.903 0.833 -6.243
H -2.596 1.706 -4.866
H -0.852 1.261 -4.888
C -3.115 -2.996 -2.504
H -2.125 -3.472 -2.519
H -3.802 -3.645 -1.943
H -3.483 -2.942 -3.533
C -2.662 -1.915 -0.326
H -1.747 -2.534 -0.265
H -2.593 -1.000 0.284
H -3.445 -2.525 0.142
C -4.489 -0.993 -1.764
H -4.915 -0.886 -2.769
H -5.161 -1.638 -1.183
H -4.461 -0.002 -1.285
C 2.002 0.277 4.546
H 1.593 0.554 5.531
H 1.577 -0.701 4.271
H 3.090 0.175 4.662
C 0.090 1.530 3.511
H -0.239 2.289 2.789
H -0.413 0.583 3.271
H -0.253 1.851 4.506
C 2.239 2.714 3.975
H 2.002 2.859 5.040
H 3.331 2.741 3.875
H 1.809 3.571 3.442
C 4.272 0.289 0.057
H 4.402 1.300 -0.352
H 5.226 -0.242 -0.082
H 3.515 -0.236 -0.547
C 4.107 -1.112 2.137
H 3.457 -1.837 1.625
H 5.152 -1.423 1.986
H 3.890 -1.157 3.212
C 4.864 1.288 2.285
H 4.738 2.322 1.935
H 4.750 1.258 3.377
H 5.901 0.991 2.060
Sr 0.062 -0.828 0.128
N -0.338 -0.752 -2.433
C -0.199 0.617 -2.559
C 0.960 1.278 -3.108
C 2.071 0.546 -3.570
C 0.881 2.673 -3.338
C 3.055 1.201 -4.312
H 2.087 -0.523 -3.363
C 1.871 3.319 -4.070
H 0.011 3.212 -2.964
C 2.961 2.584 -4.550
H 3.888 0.636 -4.725
H 1.767 4.388 -4.274
H 3.717 3.094 -5.142
N -3.032 -4.159 6.644
C -1.816 -4.279 6.015
O -0.949 -5.041 6.432
C -1.577 -3.392 4.826
C -2.377 -2.288 4.488
C -2.057 -1.530 3.358
N -0.991 -1.789 2.552
C -0.200 -2.838 2.907
C -0.461 -3.646 4.017
H -3.216 -4.835 7.371
H -3.834 -3.749 6.189
H -3.239 -1.998 5.086
H -2.680 -0.670 3.085
H 0.677 -3.035 2.275
H 0.215 -4.472 4.236